{"formula": "C6H16InN2O2S", "method": "wB97M-V/def2-TZVPD", "homo_ha": -0.176, "total_charge": -1, "elements": ["N", "C", "O", "C", "C", "In", "S", "H", "H", "H", "H", "H", "H", "H", "H", "H", "C", "C", "O", "N", "C", "H", "H", "H", "H", "H", "H", "H"], "positions_angstrom": [[0.58, 3.80, 1.80], [-0.31, 2.70, 2.06], [-1.51, 2.89, 2.08], [0.28, 1.31, 2.28], [1.79, 1.21, 2.54], [3.07, 1.38, 0.72], [2.27, -0.47, -0.79], [1.44, 3.63, 2.30], [0.85, 3.77, 0.82], [0.00, 0.74, 1.38], [-0.31, 0.87, 3.10], [2.01, 0.21, 2.94], [2.11, 1.93, 3.30], [2.83, 2.94, -0.10], [4.77, 1.04, 1.06], [1.17, -0.89, -0.14], [-3.15, -2.19, -1.50], [-1.74, -1.86, -1.08], [-1.50, -1.42, 0.03], [-0.75, -2.07, -1.99], [-0.87, -2.62, -3.32], [-3.81, -1.96, -0.67], [-3.46, -1.60, -2.37], [-3.25, -3.25, -1.75], [0.17, -1.79, -1.68], [-0.27, -3.53, -3.41], [-0.52, -1.90, -4.06], [-1.90, -2.87, -3.53]]}



{"formula": "C6H16N", "method": "wB97M-V/def2-TZVPD", "multiplicity": 2, "homo_ha": [-0.120, -0.343], "s2": 0.75, "relative_energy_ev": 2.0325, "elements": ["C", "C", "N", "H", "H", "H", "H", "H", "H", "H", "H", "C", "C", "C", "C", "H", "H", "H", "H", "H", "H", "H", "H"], "positions_angstrom": [[-0.24, 1.75, -2.89], [-0.03, 0.28, -2.58], [0.11, 0.05, -1.09], [-0.42, 1.84, -3.96], [-1.13, 2.12, -2.39], [0.64, 2.35, -2.66], [-0.85, -0.34, -2.90], [0.91, -0.11, -2.97], [0.73, 0.81, -0.72], [0.60, -0.86, -0.87], [-0.79, 0.10, -0.59], [0.18, -1.34, 1.82], [-0.05, -0.06, 2.06], [0.92, 1.07, 1.97], [-0.87, -2.42, 1.91], [1.22, -1.65, 1.75], [-1.03, 0.27, 2.40], [0.56, 1.86, 1.29], [1.08, 1.53, 2.94], [1.88, 0.73, 1.57], [-1.84, -1.93, 1.98], [-0.72, -2.94, 2.86], [-0.84, -3.11, 1.08]]}



{"formula": "C6H16N2", "method": "wB97M-V/def2-TZVPD", "homo_ha": -0.328, "relative_energy_ev": 1.5678, "smiles": "CC(C)N.C=NCC", "elements": ["C", "C", "C", "N", "H", "H", "H", "H", "H", "H", "H", "H", "H", "C", "N", "C", "C", "H", "H", "H", "H", "H", "H", "H"], "positions_angstrom": [[-1.55, -1.34, 0.26], [-1.38, -1.35, -1.28], [-0.93, -0.01, -1.85], [-0.52, -2.47, -1.76], [-1.98, -0.36, 0.57], [-2.16, -2.13, 0.65], [-0.57, -1.37, 0.75], [-2.42, -1.49, -1.68], [-0.79, -0.16, -2.95], [-1.71, 0.75, -1.66], [0.02, 0.33, -1.32], [-0.75, -3.35, -1.32], [0.45, -2.26, -1.54], [-0.18, 2.14, 2.12], [0.38, 1.25, 1.40], [1.79, 1.38, 1.27], [2.29, 0.64, 0.05], [0.40, 3.05, 2.46], [-1.26, 2.06, 2.44], [2.09, 2.43, 1.26], [2.25, 0.89, 2.15], [3.39, 0.69, 0.08], [1.94, -0.42, 0.13], [1.92, 1.15, -0.90]]}



{"formula": "C6H16N2", "method": "wB97M-V/def2-TZVPD", "homo_ha": -0.323, "relative_energy_ev": 2.4196, "smiles": "CCC[C@@H](CN)NC", "elements": ["C", "C", "C", "C", "C", "N", "N", "C", "H", "H", "H", "H", "H", "H", "H", "H", "H", "H", "H", "H", "H", "H", "H", "H"], "positions_angstrom": [[2.89, -1.57, 0.38], [1.38, -1.46, 0.58], [1.02, 0.02, 0.38], [-0.54, 0.26, 0.39], [-0.91, 1.69, 0.78], [-2.40, 2.10, 0.47], [-1.22, -0.18, -0.90], [-0.46, -0.85, -1.89], [3.39, -2.52, 0.38], [3.29, -0.98, 1.19], [3.17, -0.98, -0.61], [0.84, -1.97, -0.19], [1.18, -1.91, 1.58], [1.43, 0.38, -0.59], [1.33, 0.67, 1.22], [-0.86, -0.43, 1.17], [-0.34, 2.52, 0.11], [-0.62, 2.03, 1.81], [-2.96, 1.24, 0.19], [-2.87, 2.48, 1.25], [-1.52, 0.62, -1.40], [-0.09, -1.89, -1.62], [0.47, -0.44, -2.27], [-0.84, -0.92, -2.90]]}



{"formula": "C6H16N2", "method": "wB97M-V/def2-TZVPD", "homo_ha": -0.304, "relative_energy_ev": 1.4798, "smiles": "CN(C)CCCCN", "elements": ["C", "N", "C", "C", "C", "C", "C", "N", "H", "H", "H", "H", "H", "H", "H", "H", "H", "H", "H", "H", "H", "H", "H", "H"], "positions_angstrom": [[1.48, -0.78, 1.48], [1.29, -1.25, 0.10], [1.33, -2.71, 0.01], [0.08, -0.78, -0.59], [0.25, 0.67, -1.07], [-0.13, 1.83, -0.12], [-1.61, 1.75, 0.25], [-2.54, 2.08, -0.83], [1.84, 0.22, 1.66], [2.25, -1.47, 1.82], [0.57, -1.06, 2.05], [1.73, -3.03, -0.96], [2.02, -3.16, 0.73], [0.33, -3.14, 0.08], [-0.72, -0.85, 0.15], [-0.09, -1.31, -1.52], [1.32, 0.78, -1.32], [-0.29, 0.84, -2.01], [0.54, 1.82, 0.74], [0.14, 2.78, -0.58], [-1.76, 0.80, 0.79], [-1.88, 2.42, 1.07], [-3.47, 2.28, -0.48], [-2.67, 1.27, -1.44]]}



{"formula": "C6H16N2", "method": "wB97M-V/def2-TZVPD", "homo_ha": -0.317, "relative_energy_ev": 2.0805, "smiles": "CN[C@H](CN)C(C)C", "elements": ["C", "N", "C", "C", "N", "C", "C", "C", "H", "H", "H", "H", "H", "H", "H", "H", "H", "H", "H", "H", "H", "H", "H", "H"], "positions_angstrom": [[-1.38, 0.08, 2.04], [-0.44, 0.86, 1.23], [0.43, -0.01, 0.32], [1.10, 0.93, -0.69], [1.76, 2.06, 0.00], [-0.39, -1.07, -0.43], [0.52, -2.22, -0.89], [-1.32, -0.63, -1.55], [-1.03, -0.75, 2.70], [-2.38, -0.14, 1.66], [-1.48, 0.88, 2.88], [-0.86, 1.61, 0.69], [1.19, -0.49, 1.01], [1.82, 0.27, -1.21], [0.36, 1.35, -1.43], [1.56, 2.94, -0.45], [1.47, 2.01, 0.96], [-1.07, -1.64, 0.30], [-0.08, -2.59, -1.75], [1.49, -1.77, -1.15], [0.88, -3.03, -0.22], [-2.17, -1.30, -1.54], [-0.98, -0.54, -2.64], [-1.83, 0.30, -1.18]]}



{"formula": "C6H16N2", "method": "wB97M-V/def2-TZVPD", "homo_ha": -0.321, "relative_energy_ev": 3.9047, "elements": ["C", "C", "N", "C", "C", "C", "N", "C", "H", "H", "H", "H", "H", "H", "H", "H", "H", "H", "H", "H", "H", "H", "H", "H"], "positions_angstrom": [[-3.06, -1.60, -0.28], [-2.44, -0.24, -0.55], [-1.14, -0.08, 0.11], [-1.36, 0.34, 1.51], [-0.33, 0.88, -0.61], [1.13, 0.93, -0.17], [1.63, 0.30, 0.83], [5.03, -0.23, -0.53], [-3.81, -1.59, 0.51], [-3.52, -2.07, -1.14], [-2.26, -2.26, 0.05], [-2.32, -0.04, -1.62], [-3.12, 0.55, -0.25], [-1.76, -0.52, 2.03], [-0.40, 0.60, 1.95], [-1.98, 1.22, 1.52], [-0.39, 0.56, -1.65], [-0.72, 1.89, -0.44], [1.32, -0.46, 0.10], [1.68, 1.79, -0.62], [5.71, 0.27, 0.16], [4.10, 0.34, -0.58], [4.79, -1.21, -0.13], [5.52, -0.33, -1.49]]}



{"formula": "C6H16N2", "method": "wB97M-V/def2-TZVPD", "homo_ha": -0.311, "relative_energy_ev": 3.4366, "smiles": "CCNCCN(C)C", "elements": ["C", "C", "N", "C", "C", "N", "C", "C", "H", "H", "H", "H", "H", "H", "H", "H", "H", "H", "H", "H", "H", "H", "H", "H"], "positions_angstrom": [[-3.19, 1.66, -1.24], [-1.97, 0.97, -1.83], [-0.78, 1.31, -1.00], [-0.45, 0.20, 0.01], [0.95, 0.33, 0.69], [1.72, -1.00, 0.62], [3.18, -0.93, 0.99], [1.18, -2.07, 1.33], [-3.34, 1.27, -0.23], [-4.10, 1.65, -1.91], [-3.19, 2.81, -1.26], [-2.14, -0.19, -1.93], [-1.62, 1.44, -2.85], [0.16, 1.53, -1.43], [-0.70, -0.81, -0.49], [-1.16, 0.30, 0.78], [1.50, 1.11, 0.19], [0.49, 0.58, 1.77], [3.51, -1.68, 1.69], [3.41, 0.09, 1.28], [3.80, -1.20, 0.18], [1.12, -2.16, 2.48], [1.54, -3.07, 1.07], [0.09, -2.15, 1.09]]}



{"formula": "C6H16N2", "method": "wB97M-V/def2-TZVPD", "multiplicity": 2, "homo_ha": [-0.497, -0.493], "total_charge": 1, "s2": 0.76, "relative_energy_ev": 1.6170, "elements": ["C", "C", "N", "C", "C", "C", "C", "N", "H", "H", "H", "H", "H", "H", "H", "H", "H", "H", "H", "H", "H", "H", "H", "H"], "positions_angstrom": [[-0.76, -2.20, 0.44], [-0.67, -0.84, 1.08], [0.62, -0.06, 0.64], [1.21, 0.76, 1.69], [1.20, -0.58, -1.63], [0.55, 0.58, -0.64], [-0.82, 1.10, -1.27], [-1.34, 2.08, -0.31], [-1.82, -2.48, 0.26], [-0.37, -3.04, 1.06], [-0.16, -2.29, -0.45], [-1.56, -0.36, 0.62], [-0.73, -0.67, 2.19], [0.46, 1.50, 2.00], [1.46, -0.01, 2.43], [2.16, 1.27, 1.31], [2.04, -1.06, -1.15], [1.48, -0.10, -2.57], [0.48, -1.34, -1.98], [1.39, 1.38, -0.66], [-1.69, 0.42, -1.42], [-0.54, 1.61, -2.17], [-2.05, 1.73, 0.38], [-0.53, 2.59, 0.15]]}



no.,E_tot (hartree)
1,-1086.564927
2,-292.809132
3,-347.667208
4,-347.635903
5,-347.670442
6,-347.648366
7,-347.581326
8,-347.598530
9,-347.356948